[1]
16
Properties=species:S:1:pos:R:3 method="wB97M-V/def2-TZVPD" charge=+1 lumo_energy_ha=-0.124 homo_lumo_gap_ev=11.324 e_homo_ev=-14.7
N 0.73 -0.77 -1.13
C 0.25 -0.05 0.15
C -0.46 1.17 -0.47
N 0.47 1.81 -1.41
H 1.40 -1.52 -1.04
H -0.13 -1.15 -1.54
H 1.12 0.04 -1.67
H -0.49 -0.72 0.66
H 1.00 0.22 0.80
H -1.36 0.76 -0.92
H -0.90 1.86 0.21
H 0.16 2.16 -2.27
H 0.93 2.52 -0.92
H -1.69 -1.98 2.99
H -0.24 -2.55 3.29
O -0.80 -1.80 3.26

[2]
17
Properties=species:S:1:pos:R:3 method="wB97M-V/def2-TZVPD" charge=+1 lumo_energy_ha=-0.138 homo_lumo_gap_ev=9.305 e_homo_ev=-13.1
C -1.91 0.53 0.70
C -1.71 -0.41 -0.25
N -0.37 -0.65 -0.82
N -1.02 1.04 1.58
H -2.95 0.79 0.82
H -2.54 -1.01 -0.57
H 0.39 -0.62 -0.14
H -0.15 0.08 -1.50
H -0.28 -1.56 -1.26
H -1.43 1.32 2.46
H -0.04 0.81 1.63
H 3.56 -4.36 -1.10
H 3.17 -4.14 0.41
O 3.59 -3.74 -0.36
H 0.30 3.56 -1.15
H 0.97 4.58 -0.22
O 0.42 3.78 -0.22